Record 1
Density functional theory data (ωB97M-V/def2-TZVPD) for C14H18Cl2N2Ru as an isolated structure.

Calculated values
HOMO energy (spin up / spin down) in eV: -0.49 / -4.65
Lowest unoccupied orbital energy (spin up / spin down) in eV: 3.035 / 2.047
DFT total energy in eV: -45413.6184
Net charge: -1
Multiplicity: 6

Each line ends with the Mulliken charge.
Geometry (Å):
Ru 0.09928 1.56747 0.61275  0.492
Cl 0.41985 3.67779 -0.03624  -0.424
Cl 0.37295 2.15998 2.82961  -0.517
C 3.82162 -0.60021 -1.92856  -0.784
H 4.40654 -1.32071 -1.33874  0.274
H 4.26540 0.38366 -2.08130  0.269
C -1.18672 1.15303 -0.64020  -0.484
C 2.83235 -0.98054 -2.71262  -0.140
H -1.43768 0.05865 -0.55649  0.257
C 1.92114 -0.01662 -3.51866  -0.620
H 2.46606 -2.02708 -2.69465  0.281
C 1.29164 1.33325 -2.97395  -0.198
H 2.53148 0.31923 -4.38597  0.268
H 1.12979 -0.66799 -3.93232  0.326
C -0.19652 1.72704 -3.17857  -0.577
H 1.54383 1.59654 -1.93205  0.129
H 1.78362 2.10720 -3.60073  0.232
C -1.35653 1.47105 -2.13080  -0.464
H -0.16932 2.81895 -3.38688  0.358
H -0.57102 1.29726 -4.12484  0.306
H -2.02410 2.35302 -2.14751  0.200
H -1.98828 0.64170 -2.54284  0.328
N 0.11694 -2.33369 2.19896  -0.082
C 0.51857 -1.35860 1.33676  -0.982
N -0.25285 -0.30249 1.50345  0.278
C -1.22961 -0.57393 2.47751  0.588
C -2.20304 0.23038 3.05831  -0.709
C -2.89408 -0.29404 4.16317  -0.646
C -2.64010 -1.59507 4.63194  -0.424
C -1.66578 -2.40386 4.01770  -0.945
C -0.97126 -1.86374 2.93612  0.418
H 0.55367 -3.24420 2.31456  0.206
H 1.32887 -1.44426 0.62413  0.503
H -2.35359 1.22634 2.64668  0.324
H -3.63560 0.31010 4.67782  0.328
H -3.20980 -1.99079 5.47896  0.322
H -1.41773 -3.41485 4.33553  0.312

Forces on the atoms, in the same order (eV/Å):
Ru 1.470 -0.066 2.293
Cl 0.216 0.615 -0.764
Cl 0.377 0.546 1.098
C 1.384 -0.303 -0.467
H -0.361 0.377 -0.229
H -0.326 0.070 0.580
C -1.620 -2.422 -3.157
C -2.083 0.357 0.441
H -0.004 0.961 0.433
C 0.012 -0.392 -0.672
H 0.355 0.660 0.075
C 0.523 0.634 0.005
H -0.392 -0.409 0.281
H 0.150 0.462 0.064
C -0.525 0.163 -0.240
H 0.214 -0.457 -0.276
H 0.045 -0.347 0.645
C -0.624 -0.160 -0.165
H -0.020 -0.599 0.363
H 0.239 0.029 0.198
H 0.365 -0.071 -0.314
H 0.493 0.578 0.289
N -0.692 -1.349 1.183
C 1.649 -0.774 -1.104
N -2.026 1.923 0.319
C 1.722 0.146 -1.195
C -0.334 0.394 -0.173
C 0.088 -0.916 0.245
C -0.558 0.824 0.087
C 0.544 -0.528 -0.575
C 0.317 -0.662 0.407
H -0.297 0.641 -0.062
H -0.209 -0.069 0.198
H -0.126 -0.188 0.366
H 0.042 -0.041 -0.104
H 0.215 0.208 -0.271
H -0.222 0.169 0.195



Record 2
Density functional theory data (ωB97M-V/def2-TZVPD) for one molecule with the formula C14H18ClF3N2O4S.

Calculated values
HOMO energy in eV: -9.28
Lowest unoccupied orbital energy in eV: 0.419
DFT total energy in eV: -57490.7589
Structure (SMILES): COCCCNC(=O)CN(c1cc(C(F)(F)F)ccc1Cl)S(C)(=O)=O
Net charge: 0

Each line ends with the Mulliken charge.
Geometry (Å):
C -4.42114 -1.20805 -0.53072  -0.868
O -3.25421 -1.32885 0.25169  -0.149
C -2.39796 -2.38068 -0.12078  -0.729
C -1.73606 -2.18893 -1.49135  0.182
C -0.52046 -3.09946 -1.68270  -1.246
N 0.60478 -2.69179 -0.86799  -0.088
C 1.52678 -1.82510 -1.32455  0.808
O 1.54380 -1.40958 -2.46737  -0.720
C 2.51106 -1.32786 -0.26632  -1.294
N 2.05515 -0.02838 0.18419  0.089
C 0.77198 0.14575 0.70242  -0.773
C -0.14373 0.96813 0.05458  0.161
C -1.40464 1.18538 0.58983  0.027
C -2.36123 2.03502 -0.19761  0.734
F -2.59961 1.50996 -1.41713  -0.245
F -3.55431 2.18194 0.38719  -0.308
F -1.89044 3.27294 -0.42320  -0.281
C -1.78686 0.59399 1.78373  -0.571
C -0.88945 -0.22996 2.43595  -0.602
C 0.37068 -0.45135 1.90466  0.608
Cl 1.45900 -1.46479 2.77532  -0.206
S 2.90494 1.31833 -0.37104  1.345
C 2.52021 1.53167 -2.12622  -0.941
O 4.28646 0.96391 -0.26137  -0.683
O 2.40947 2.43279 0.37396  -0.633
H -5.03708 -0.45822 -0.03841  0.249
H -4.96634 -2.15814 -0.57393  0.360
H -4.19651 -0.87332 -1.54760  0.314
H -1.63798 -2.39558 0.66562  0.218
H -2.94341 -3.33780 -0.10376  0.358
H -1.42099 -1.14831 -1.58768  0.036
H -2.45544 -2.40050 -2.28306  0.476
H -0.18805 -3.03986 -2.72151  0.396
H -0.77422 -4.13418 -1.44202  0.436
H 0.59729 -2.93666 0.10916  0.297
H 3.49662 -1.15764 -0.70200  0.514
H 2.60123 -2.02881 0.56743  0.361
H 0.13504 1.43624 -0.87460  0.377
H -2.76948 0.76283 2.19057  0.490
H -1.16115 -0.70108 3.36722  0.462
H 3.44094 1.84096 -2.60382  0.437
H 2.18470 0.58376 -2.53568  0.218
H 1.76735 2.30248 -2.22129  0.385

Forces on the atoms, in the same order (eV/Å):
C 0.035 -0.017 0.001
O -0.108 0.033 0.049
C 0.169 0.008 -0.239
C -0.071 -0.111 0.255
C -0.243 0.170 -0.244
N -0.196 -0.320 0.241
C 0.360 -0.130 0.424
O -0.049 0.111 -0.374
C 0.028 -0.248 -0.369
N 0.827 0.731 -0.195
C -0.818 0.254 0.362
C -0.296 -0.218 0.280
C 0.016 0.081 0.001
C -0.095 0.160 -0.229
F 0.071 -0.220 -0.142
F -0.131 -0.129 0.312
F 0.237 0.087 0.091
C 0.222 0.132 -0.177
C -0.017 0.014 -0.042
C -0.061 0.252 -0.250
Cl 0.149 -0.148 0.221
S 0.054 0.021 0.092
C 0.143 -0.119 0.656
O 0.115 -0.232 -0.298
O -0.256 0.062 -0.128
H -0.072 -0.011 -0.085
H -0.023 0.003 -0.010
H -0.032 -0.006 -0.003
H 0.012 -0.103 -0.037
H 0.068 0.033 0.055
H 0.001 0.031 -0.048
H -0.025 0.038 -0.068
H -0.065 -0.147 0.135
H 0.052 -0.009 -0.068
H 0.161 0.063 -0.024
H -0.103 -0.328 -0.028
H 0.032 0.136 -0.103
H -0.029 0.048 -0.133
H -0.087 -0.009 0.013
H 0.013 -0.066 0.080
H 0.172 0.092 -0.005
H -0.012 -0.103 -0.011
H -0.152 0.115 0.040



Record 3
Density functional theory data (ωB97M-V/def2-TZVPD) for an isolated ion of composition C14H18ClN2O and charge +1.

Calculated values
HOMO energy in eV: -12.54
Lowest unoccupied orbital energy in eV: -2.751
DFT total energy in eV: -32352.0710
Structure (SMILES): C[N+](C)(NC=O)[C@@]1(c2ccc(Cl)cc2)C=CCC1
Net charge: +1

Each line ends with the Mulliken charge.
Geometry (Å):
C -0.99114 2.10411 -1.14271  -0.361
N -0.55964 0.68002 -0.90315  0.352
C 0.17058 0.23438 -2.13804  -0.633
N -1.73863 -0.13400 -0.67070  -0.263
C -2.74764 -0.25632 -1.60048  0.049
O -2.94936 0.50816 -2.54111  -0.504
C 0.25308 0.53870 0.35835  2.327
C 0.71531 -0.93190 0.48640  0.210
C 1.95749 -1.33429 -0.01269  -0.555
C 2.31844 -2.69112 -0.02304  -0.933
C 1.46530 -3.63722 0.55398  0.205
Cl 1.86695 -5.30131 0.49974  -0.168
C 0.26841 -3.23150 1.15107  -1.072
C -0.10228 -1.87817 1.10891  -0.765
C 1.36795 1.56477 0.35565  -0.974
C 1.20648 2.47170 1.34349  -0.513
C -0.12186 2.33611 2.04475  -1.063
C -0.66841 0.98999 1.55165  -0.982
H -0.25609 2.55514 -1.81806  0.304
H -1.96855 2.10699 -1.61134  0.318
H -0.98782 2.63636 -0.19815  0.180
H 0.75093 1.08355 -2.49812  0.362
H 0.83766 -0.59746 -1.91784  0.368
H -0.56740 -0.03991 -2.89068  0.302
H -1.54775 -1.03823 -0.24759  0.151
H -3.36974 -1.14988 -1.36395  0.363
H 2.63158 -0.59978 -0.44950  0.378
H 3.26093 -3.00314 -0.45736  0.440
H -0.37198 -3.95212 1.64848  0.425
H -1.05996 -1.58875 1.55310  0.380
H 2.19292 1.48213 -0.35829  0.432
H 1.89467 3.27175 1.62600  0.521
H -0.81289 3.15111 1.78338  0.403
H -0.02949 2.36000 3.14295  0.442
H -1.72723 1.02641 1.27154  0.340
H -0.58084 0.26371 2.36335  0.535

Forces on the atoms, in the same order (eV/Å):
C 0.110 0.631 0.077
N -1.252 -0.552 -1.143
C 0.263 -0.165 -0.417
N -0.165 -0.408 -0.703
C -0.584 1.282 -1.857
O 0.286 -1.564 1.583
C 0.305 -0.096 1.590
C 0.137 0.509 0.160
C -0.113 -0.719 -0.121
C -0.285 0.519 0.328
C -0.262 0.704 -0.065
Cl 0.094 -0.154 0.061
C 0.075 0.559 -0.103
C 0.163 -0.734 -0.096
C 0.094 0.384 0.803
C -0.119 -0.339 -0.762
C 0.061 -0.086 0.340
C 0.304 -0.148 0.218
H -0.344 -0.025 0.371
H 0.134 -0.019 0.021
H -0.151 -0.030 -0.131
H 0.016 -0.260 0.035
H -0.353 0.041 -0.010
H 0.094 0.128 0.064
H 0.539 0.320 0.144
H 0.111 0.473 -0.119
H -0.067 -0.262 0.109
H -0.088 0.003 0.054
H 0.100 0.028 -0.135
H 0.404 -0.158 0.008
H -0.172 0.227 0.501
H -0.095 -0.313 -0.365
H 0.349 0.056 0.068
H 0.032 0.012 -0.414
H 0.361 0.059 0.134
H 0.019 0.099 -0.226



Record 4
Density functional theory data (ωB97M-V/def2-TZVPD) for a 2-piece molecular cluster, C14H18F8NO2 overall.

Calculated values
HOMO energy in eV: -13.51
Lowest unoccupied orbital energy in eV: -4.975
DFT total energy in eV: -42117.5237
Net charge: +1

Each line ends with the Mulliken charge.
Geometry (Å):
C -0.39533 -0.65557 -2.71685  -0.630
C 0.19980 -1.51866 -4.00796  -0.456
C 1.82943 -1.80761 -3.87254  -0.414
C 2.19429 -3.25921 -3.20395  -0.441
O 3.15465 -3.21143 -2.09041  -0.300
N 2.82446 -2.29219 -1.16644  0.365
C 1.55957 -2.48110 -0.35877  -0.200
C 1.14015 -1.39594 0.82394  -0.168
C 2.14068 -0.09182 1.02868  -0.070
C 3.50697 0.05160 0.10517  -0.425
C 3.81119 -1.12479 -0.99574  -0.158
H 0.48783 -0.11201 -2.13120  0.103
H -1.13750 0.18776 -3.08170  0.325
H -0.97322 -1.34610 -1.96744  0.129
H -0.41043 -2.52960 -4.14214  0.291
H 0.06353 -0.80138 -4.95084  0.290
H 2.28005 -1.79256 -4.97805  0.323
H 2.28766 -0.87773 -3.32952  0.256
H 2.71726 -3.90033 -4.06438  0.313
H 1.22045 -3.82768 -2.87995  0.284
H 0.81617 -3.39941 -0.49195  0.330
H 0.17140 -1.52435 1.50448  0.158
H 1.95854 0.76875 1.81471  0.355
H 4.27645 0.93649 0.17784  0.339
H 4.77072 -1.10639 -1.70366  0.361
C -2.99160 3.08155 3.38621  -0.689
C -1.59904 3.52860 2.92166  0.872
C -1.37574 3.47212 1.41301  0.080
F -1.49838 2.21660 0.92283  -0.176
F -0.11675 3.88020 1.09989  -0.282
F -0.65335 2.81513 3.59010  -0.265
F -1.43484 4.82836 3.32646  -0.325
O -3.09594 1.73450 3.85655  -0.399
C -3.28672 0.74718 2.84378  0.696
C -2.11781 -0.24132 2.74842  0.243
F -0.94830 0.39255 2.47579  -0.167
F -2.31458 -1.13687 1.74515  -0.293
F -3.55740 1.36128 1.66731  -0.251
F -4.42226 0.08212 3.18735  -0.290
H -3.23616 3.69215 4.26509  0.416
H -3.77694 3.32485 2.65989  0.335
H -2.07722 4.12501 0.88477  0.269
H -1.99170 -0.79274 3.68441  0.267

Forces on the atoms, in the same order (eV/Å):
C 0.157 0.077 0.030
C 0.137 0.834 0.147
C -0.459 0.306 -1.061
C -1.078 -0.087 -2.384
O -0.299 -0.132 -0.684
N -1.329 3.593 3.802
C 0.854 3.378 2.340
C 4.095 0.987 -2.521
C 1.235 -2.620 -2.793
C -2.682 -4.139 -1.017
C -2.769 1.071 2.501
H -1.872 -1.175 -1.253
H 1.514 -1.856 0.736
H 1.120 1.343 -1.374
H 1.351 2.255 0.103
H 0.247 -1.914 1.947
H -0.923 -0.124 2.524
H -0.700 -1.939 -0.817
H -0.970 1.269 2.369
H 1.887 1.128 -0.435
H 2.265 2.045 -0.155
H 2.412 0.196 -1.923
H 0.140 -2.107 -1.728
H -1.827 -1.994 -0.061
H -2.540 -0.361 1.666
C -0.793 0.439 0.802
C 0.147 -0.127 0.940
C 0.487 0.413 -0.743
F 0.285 0.380 -0.027
F -0.081 0.029 0.303
F -0.082 0.052 -0.412
F -0.217 -0.338 -0.587
O 0.531 -0.984 -1.776
C -1.510 1.812 0.873
C 0.363 -0.399 0.247
F -0.194 -0.167 0.199
F -0.217 0.206 0.057
F -0.020 -0.955 0.293
F 0.927 -0.159 -0.163
H 0.299 -0.219 -0.121
H 0.386 -0.144 -0.019
H -0.058 -0.022 0.164
H -0.216 0.147 0.010



Record 5
Density functional theory data (ωB97M-V/def2-TZVPD) for a 2-piece molecular cluster, C14H18F9N3O5S2 overall.

Calculated values
HOMO energy in eV: -8.79
Lowest unoccupied orbital energy in eV: -3.835
DFT total energy in eV: -75630.3063
Net charge: 0

Each line ends with the Mulliken charge.
Geometry (Å):
C 3.31106 -0.27800 3.22799  -0.999
C 2.43994 -1.04553 2.03007  -0.430
C 2.59640 -0.25073 0.56677  -0.151
C 1.35997 0.82296 0.49183  -0.054
O 0.39395 0.59230 -0.59239  -0.337
C -0.61179 -0.41726 -0.25550  0.175
C -0.24917 -1.97697 -0.12022  -0.099
N -1.23451 -3.00616 0.20265  0.124
N -2.56453 -2.94945 0.40848  -0.583
C -2.99521 -1.55874 0.30786  0.008
C -4.64593 -1.38345 0.54116  0.968
F -4.95220 -0.30352 1.55346  -0.268
F -5.19943 -2.63316 1.19043  -0.281
C -5.48488 -1.21866 -0.86013  0.519
F -6.03461 0.17339 -1.07038  -0.244
F -6.72272 -2.07743 -0.73129  -0.268
C -4.71081 -1.77971 -2.20003  0.644
F -3.64622 -0.88475 -2.71964  -0.208
F -5.76478 -1.81766 -3.28294  -0.244
F -4.26685 -3.21833 -2.07069  -0.237
C -2.20166 -0.21253 0.01629  0.382
C -2.80076 1.31125 -0.09011  -0.856
C -2.86763 2.13691 1.32279  -0.440
C -1.57526 1.94319 2.31081  -0.735
H 4.42928 -0.16039 2.86373  0.304
H 2.90518 0.81409 3.41366  0.228
H 3.22966 -0.89216 4.24769  0.331
H 1.31687 -1.06748 2.40913  0.199
H 2.79088 -2.16135 1.98269  0.291
H 2.66148 -0.99515 -0.33316  0.191
H 3.63545 0.32790 0.65812  0.183
H 0.89925 0.89796 1.56459  -0.154
H 1.85387 1.88704 0.27217  0.274
H 0.88026 -2.28786 -0.29244  0.425
H -0.84993 -3.99736 0.29683  0.329
H -2.03964 1.91222 -0.78692  0.495
H -3.84378 1.40317 -0.61052  0.216
H -3.82829 1.95673 1.96574  0.259
H -2.88820 3.29392 1.02866  0.327
H -1.95648 2.19952 3.41168  0.374
H -0.72085 2.74838 2.09425  0.243
H -1.14287 0.85738 2.36486  0.106
N 5.06393 1.07913 -3.56693  -0.328
S 5.87616 2.40942 -3.76024  1.086
O 7.32863 2.30449 -3.84537  -0.583
O 5.35837 3.61752 -3.12890  -0.594
F 5.52167 2.71560 -5.29317  -0.276
S 5.28017 0.47503 -2.13166  1.202
O 4.82556 -0.90884 -2.00014  -0.669
O 4.98013 1.31337 -0.97733  -0.583
F 6.86088 0.28980 -2.02429  -0.261

Forces on the atoms, in the same order (eV/Å):
C -0.175 -0.112 -0.403
C 0.175 0.101 0.656
C 0.058 -0.183 1.723
C 3.125 1.196 1.260
O -3.639 -3.193 1.775
C -1.830 -2.722 0.900
C -1.254 1.915 0.039
N 2.383 1.252 -0.643
N 1.047 6.184 -0.783
C -0.001 0.301 0.208
C -0.609 -1.138 2.940
F 1.101 -3.252 -3.697
F 2.110 3.947 -2.169
C -3.885 0.249 0.257
F 2.428 -4.625 0.574
F 4.185 2.825 -0.603
C -1.083 -0.953 -3.998
F -3.443 -3.398 2.230
F 3.840 0.208 3.805
F -1.161 5.502 -0.144
C 2.390 -1.750 -0.526
C 0.509 0.513 -0.304
C 0.490 0.920 0.598
C -0.217 0.932 1.028
H -2.281 -0.410 0.919
H 0.695 -2.209 -0.392
H 0.324 1.401 -2.319
H 2.061 0.017 -0.919
H -0.506 2.105 -0.031
H -0.112 1.628 1.538
H -2.416 -1.214 -0.701
H 0.372 -0.231 -2.298
H -1.433 -2.343 0.091
H -2.712 0.359 0.512
H -0.655 1.800 -0.252
H -1.515 -1.625 1.510
H 1.930 -0.696 0.989
H 1.747 -0.038 -1.613
H -0.052 -2.619 0.499
H 0.880 -0.602 -2.383
H -1.800 -2.047 0.246
H -0.851 2.051 -0.270
N 0.001 -0.594 0.936
S 2.376 4.554 -1.614
O -2.012 -0.594 0.641
O 0.209 -2.051 -0.106
F -0.467 -0.828 0.309
S 0.081 -2.154 2.566
O -0.120 1.782 -0.914
O 0.072 -0.333 -1.529
F -0.362 0.173 -0.141